# 1
{
  "formula": "C3H7O2P",
  "method": "ωB97M-V with the def2-TZVPD basis set",
  "largest_force_ev_per_a": 3.6,
  "e_lumo_ev": [-0.10, -0.48],
  "homo_energy_ev": [-8.05, -8.19],
  "mol_weight_da": 106.06,
  "orbital_gap_ev": [7.96, 7.71],
  "species": ["C", "C", "C", "O", "O", "P", "H", "H", "H", "H", "H", "H", "H"],
  "xyz": [[-0.0526, -1.2858, -0.4428], [-1.3972, -2.0261, -2.3092], [0.8904, 2.6793, 2.1048], [0.1356, -2.2609, 0.2014], [-0.5367, -1.0349, -1.5501], [1.7501, 1.6855, 0.7270], [-0.8656, -2.0377, -3.2290], [-2.4511, -1.6672, -2.0932], [-1.3168, -3.0268, -1.9326], [1.5546, 2.3968, 2.9173], [-0.1059, 2.2887, 2.2141], [0.8829, 3.7476, 1.9670], [1.5122, 0.5417, 1.4253]]
}



# 2
{
  "formula": "C2H3N3",
  "method": "ωB97M-V with the def2-TZVPD basis set",
  "largest_force_ev_per_a": 3.4,
  "smiles": "c1cn[nH]n1",
  "e_lumo_ev": 1.16,
  "homo_energy_ev": -9.74,
  "mol_weight_da": 69.07,
  "orbital_gap_ev": 10.90,
  "species": ["C", "C", "N", "N", "N", "H", "H", "H"],
  "xyz": [[0.3299, -0.1544, 1.0509], [-0.2829, 1.0096, 0.4550], [-0.6467, 0.5955, -0.7907], [-0.1970, -0.6168, -0.9128], [0.3310, -1.1487, 0.1773], [0.6957, -0.3586, 2.0546], [0.1113, 1.7965, -0.2667], [-0.3414, -1.1232, -1.7677]]
}



# 3
{
  "formula": "CH2N2O3S",
  "method": "ωB97M-V with the def2-TZVPD basis set",
  "largest_force_ev_per_a": 3.3,
  "total_charge": -2,
  "e_lumo_ev": 6.81,
  "homo_energy_ev": 1.56,
  "mol_weight_da": 122.11,
  "orbital_gap_ev": 5.25,
  "species": ["C", "N", "N", "O", "O", "O", "S", "H", "H"],
  "xyz": [[0.3060, 0.9295, 0.7694], [-0.1354, -0.5964, -0.7164], [1.2373, 0.2566, 1.5283], [-2.7097, -0.9042, -1.0888], [0.0752, 2.1302, 0.9048], [-0.8728, -1.5481, -2.6960], [-1.3993, -0.4354, -1.7477], [2.0073, 0.7837, 1.9579], [1.4914, -0.6157, 1.0885]]
}



# 4
{
  "formula": "C36H43ClN3O10RbSi2Te",
  "method": "ωB97M-V with the def2-TZVPD basis set",
  "largest_force_ev_per_a": 0.7,
  "total_charge": -2,
  "e_lumo_ev": 3.72,
  "homo_energy_ev": -3.05,
  "mol_weight_da": 982.44,
  "orbital_gap_ev": 6.77,
  "species": ["Rb", "O", "C", "O", "C", "C", "C", "C", "C", "N", "C", "O", "O", "H", "H", "H", "H", "O", "C", "O", "C", "C", "Cl", "N", "N", "C", "C", "O", "O", "C", "C", "C", "C", "C", "C", "H", "H", "H", "H", "H", "H", "C", "Si", "C", "C", "C", "Te", "C", "Si", "C", "C", "C", "H", "H", "H", "H", "H", "H", "H", "H", "H", "H", "H", "H", "H", "H", "H", "H", "H", "H", "H", "H", "H", "H", "C", "C", "C", "C", "C", "C", "C", "C", "C", "C", "O", "O", "H", "H", "H", "H", "H", "H", "H", "H", "H", "H", "H"],
  "xyz": [[0.6896, 0.0288, -0.1071], [2.1731, 0.4316, 3.7020], [1.1940, 0.7704, 2.9569], [1.2460, 1.4791, 1.9486], [-0.1594, 0.2360, 3.3928], [-0.5640, 0.3609, 4.7148], [-1.8459, -0.0517, 5.0446], [-2.6464, -0.6144, 4.0650], [-2.1326, -0.7676, 2.7798], [-0.9212, -0.3210, 2.4520], [-2.9531, -1.5183, 1.7044], [-4.1543, -1.6913, 1.9820], [-2.3189, -1.8602, 0.6800], [3.3492, 0.5273, 3.0754], [0.1179, 0.7779, 5.4435], [-2.2127, 0.0536, 6.0603], [-3.6518, -0.9653, 4.2495], [0.8568, 4.7753, -4.8111], [0.5876, 5.4396, -3.7131], [0.5051, 6.6529, -3.6878], [0.3806, 4.6349, -2.4725], [0.0145, 5.1523, -1.2443], [-0.3445, 6.7516, -0.7674], [-0.0826, 4.1293, -0.3680], [0.1809, 2.9595, -0.9678], [0.4686, 3.2331, -2.2257], [0.8129, 2.0554, -3.1312], [0.9445, 2.3200, -4.3594], [0.9119, 0.9556, -2.5790], [-0.4902, 4.0874, 1.0004], [-1.4098, 3.1169, 1.3689], [-1.7490, 2.9720, 2.7034], [-1.1805, 3.8064, 3.6557], [-0.2663, 4.7774, 3.2734], [0.0945, 4.9166, 1.9413], [0.8974, 3.7296, -4.6546], [-1.8139, 2.4531, 0.6168], [-2.4328, 2.1848, 2.9972], [-1.4312, 3.6797, 4.7015], [0.1992, 5.4094, 4.0193], [0.8417, 5.6367, 1.6382], [-3.2339, -4.8289, -0.0596], [-1.5931, -5.5443, -0.5679], [-1.7779, -7.4013, -0.8580], [-1.0058, -4.7652, -2.1683], [-0.3073, -5.3298, 0.7799], [0.2936, -3.3013, 1.1752], [2.3987, -3.7426, 1.4002], [3.3796, -4.1369, -0.1415], [3.1015, -5.9182, -0.6967], [5.2117, -3.9637, 0.2500], [2.9779, -2.9932, -1.5596], [-3.9112, -4.7890, -0.9177], [-3.1350, -3.8095, 0.3307], [-3.7062, -5.4471, 0.7095], [-2.4983, -7.6009, -1.6564], [-2.1317, -7.9059, 0.0445], [-0.8241, -7.8517, -1.1453], [-1.8211, -4.7508, -2.8965], [-0.1721, -5.3168, -2.6091], [-0.6863, -3.7344, -2.0081], [0.6095, -5.8541, 0.5094], [-0.6622, -5.7580, 1.7192], [2.5018, -4.5142, 2.1676], [2.8008, -2.8149, 1.8184], [3.2482, -6.6245, 0.1252], [3.8146, -6.1717, -1.4868], [2.0995, -6.0685, -1.0987], [5.4962, -4.5555, 1.1241], [5.4555, -2.9173, 0.4530], [5.8256, -4.2892, -0.5945], [1.9303, -3.0608, -1.8573], [3.5950, -3.2300, -2.4309], [3.1879, -1.9641, -1.2615], [9.2580, 0.4229, -1.6410], [7.9966, 0.3394, -0.8227], [7.9922, -0.2624, 0.4271], [6.8297, -0.3515, 1.1881], [6.8652, -0.9992, 2.5474], [5.6429, 0.1542, 0.6604], [5.6146, 0.7604, -0.6013], [4.3412, 1.3176, -1.1825], [6.8027, 0.8531, -1.3154], [4.3503, 0.0267, 1.4212], [4.3325, 0.6278, 2.5681], [3.4235, -0.6007, 0.9276], [10.1352, 0.1804, -1.0401], [9.3950, 1.4237, -2.0544], [9.2274, -0.2739, -2.4822], [8.9149, -0.6710, 0.8284], [7.8379, -1.4604, 2.7243], [6.0999, -1.7725, 2.6383], [6.6675, -0.2701, 3.3327], [3.7757, 1.8882, -0.4435], [3.6838, 0.5225, -1.5349], [4.5581, 1.9707, -2.0275], [6.7922, 1.3379, -2.2869]]
}



# 5
{
  "formula": "C12H17ClI2InN2OPSe",
  "method": "ωB97M-V with the def2-TZVPD basis set",
  "largest_force_ev_per_a": 3.6,
  "total_charge": 2,
  "e_lumo_ev": -8.69,
  "homo_energy_ev": -14.03,
  "mol_weight_da": 719.29,
  "orbital_gap_ev": 5.35,
  "species": ["I", "I", "In", "P", "C", "C", "H", "H", "H", "C", "H", "H", "H", "H", "H", "H", "C", "O", "Cl", "C", "N", "C", "Se", "N", "C", "C", "C", "C", "C", "C", "H", "H", "H", "H", "H", "H", "H", "H"],
  "xyz": [[1.1566, -2.5379, -2.6156], [2.0137, -3.6347, 0.1805], [-1.8177, -0.4892, 0.8437], [-2.6459, -2.8741, 0.5343], [-1.8011, -4.2535, -0.2835], [-3.1787, -3.5889, 2.1296], [-4.7704, -1.8718, -0.1192], [-4.8224, -3.6678, -0.0774], [-4.0301, -2.8145, -1.4494], [-4.2306, -2.7925, -0.3722], [-3.5188, -2.7977, 2.8107], [-4.0072, -4.2797, 1.9204], [-2.5059, -5.0982, -0.3316], [-0.9029, -4.5354, 0.2808], [-2.3409, -4.1330, 2.5852], [-1.4953, -3.9563, -1.2939], [2.5656, -4.0524, -1.8932], [3.3503, -4.7581, -2.4387], [-3.1901, 0.8224, 2.2460], [-0.0518, 3.2009, 1.5699], [0.8255, 2.6670, 0.5422], [1.1442, 1.3501, 0.3938], [0.6597, -0.0421, 1.5424], [2.0495, 1.2969, -0.6328], [2.4024, 2.5855, -1.0497], [3.5144, 3.0335, -1.7588], [3.8564, 4.3874, -1.6266], [3.0716, 5.2678, -0.8593], [1.9227, 4.8104, -0.1934], [1.6176, 3.4555, -0.3065], [-1.1054, 3.0253, 1.3194], [0.1279, 4.2757, 1.6511], [0.1630, 2.7128, 2.5273], [2.4787, 0.4275, -0.9373], [4.0816, 2.3197, -2.3632], [4.7537, 4.7749, -2.1126], [3.3701, 6.3105, -0.7674], [1.2901, 5.4542, 0.4048]]
}



# 6
{
  "formula": "C4H10N3O",
  "method": "ωB97M-V with the def2-TZVPD basis set",
  "largest_force_ev_per_a": 5.2,
  "total_charge": 1,
  "e_lumo_ev": [-4.77, -5.73],
  "homo_energy_ev": [-12.91, -12.95],
  "mol_weight_da": 116.14,
  "orbital_gap_ev": [8.14, 7.22],
  "species": ["C", "C", "C", "C", "N", "N", "N", "O", "H", "H", "H", "H", "H", "H", "H", "H", "H", "H"],
  "xyz": [[-0.8898, -0.4573, 1.1953], [-0.4989, 1.0044, -0.5554], [-1.5309, 1.4009, -1.4105], [2.8810, 0.3889, 0.5062], [0.7031, 0.9703, -0.4743], [1.5822, 0.0623, -0.0529], [-0.6915, -1.7042, 0.4714], [1.5114, -1.1618, -0.6128], [-1.6509, -0.4782, 1.9714], [-1.9093, 0.4475, -1.8737], [-2.3285, 1.9506, -0.9951], [-1.0821, 1.8447, -2.2911], [2.8506, 0.4534, 1.6014], [3.7208, -0.3898, 0.2874], [3.1985, 1.4547, 0.2144], [-0.7682, -2.5551, 1.1483], [0.5332, -1.6062, -0.0844], [-1.2767, -1.8207, -0.2880]]
}